1.
Density functional theory data (ωB97M-V/def2-TZVPD) for 2 unconnected molecules or ions with the total composition C3H5BrSi in a non-equilibrium geometry.

As for the calculated total energy: -81105.2321 eV. The LUMO energy (spin up / spin down) is -1.019 / -1.145 eV. The calculation puts the HOMO-LUMO gap (spin up / spin down) at 7.362 / 8.860 eV. The value obtained for the molecular weight is 149.1 g mol⁻¹. As for the HOMO energy (spin up / spin down): -8.4 / -10.0 eV.

Geometry (Å):
C  -0.04956  -2.42153  -0.26670
C  -0.50579  -1.33322  -0.02915
C  -0.68515  0.04894  0.15980
Si  0.59705  1.32802  -0.26853
Br  -2.48483  0.59053  0.18673
H  0.07252  -3.41554  -0.72652
H  0.64619  0.25599  2.03383
H  0.22930  1.51966  -1.73940
H  1.99812  1.22132  -0.14975
H  0.18214  2.20582  0.79970

2.
Density functional theory data (ωB97M-V/def2-TZVPD) for 2 unconnected molecules or ions with the total composition C7H6O4 in a non-equilibrium geometry.

As for the calculated total energy: -15537.1765 eV. The LUMO energy (spin up / spin down) is -2.123 / -2.122 eV. The calculation puts the HOMO-LUMO gap (spin up / spin down) at 7.602 / 7.604 eV. The value obtained for the molecular weight is 154.1 g mol⁻¹. As for the HOMO energy (spin up / spin down): -9.7 / -9.7 eV.

Geometry (Å):
C  3.47851  2.02609  -0.78387
C  2.33094  1.76374  -0.58028
C  -2.33300  0.44098  0.48348
C  -0.30512  1.76104  -0.16522
C  -0.92092  0.59622  -0.12995
C  -0.14034  -0.62608  -0.33889
C  -0.13490  -2.97075  0.25025
O  -2.81204  -0.61262  0.81018
O  0.81876  -0.68608  -1.06428
O  -0.68702  2.99077  0.07250
O  -0.76887  -1.66128  0.24855
H  4.46699  1.92205  -0.57260
H  -2.83443  1.45875  0.58335
H  -0.33739  -3.43434  -0.76826
H  -0.72873  -3.69289  0.82120
H  0.91607  -2.81796  0.65228
H  -0.00854  3.54235  0.48156

3.
Density functional theory data (ωB97M-V/def2-TZVPD) for a molecular structure, C19H45BN16O27S.

As for the calculated total energy: -111034.6011 eV. The LUMO energy is -0.663 eV. The calculation puts the HOMO-LUMO gap at 8.274 eV. The value obtained for the molecular weight is 972.5 g mol⁻¹. As for the HOMO energy: -8.9 eV.

Geometry (Å):
N  -3.18695  -2.35802  -2.71455
B  -2.29352  -3.11982  -1.84502
O  -2.72724  -4.26299  -1.24202
C  -0.80087  -2.65252  -1.62884
C  -0.26594  -2.33417  -0.33693
C  1.00075  -1.88931  -0.17159
C  1.82909  -1.75772  -1.31193
N  3.10920  -1.36862  -1.34287
S  3.57510  -1.40949  -2.87199
N  2.21981  -1.91972  -3.58406
C  1.32346  -2.08445  -2.60327
C  -0.01186  -2.53422  -2.73513
H  -3.71519  -1.69320  -2.14902
H  -2.62867  -1.76932  -3.32898
H  -3.69113  -4.29211  -1.27966
H  -0.87621  -2.44919  0.54644
H  1.40687  -1.66419  0.80237
H  -0.40631  -2.76246  -3.71680
C  3.66154  -3.97629  1.36558
N  2.93148  -3.72932  2.63950
O  3.51129  -3.92403  3.68710
O  1.78608  -3.34043  2.54296
H  4.66068  -4.31602  1.60908
H  3.10215  -4.73002  0.81938
H  3.67851  -3.04032  0.81164
C  -1.19840  -0.24947  -7.02991
N  -2.13090  -0.59021  -5.92023
O  -1.73460  -0.42489  -4.78030
O  -3.22112  -1.01098  -6.22523
H  -0.27184  0.10803  -6.59784
H  -1.04604  -1.15468  -7.60943
H  -1.68086  0.51327  -7.63293
C  0.90712  -4.32254  5.70571
N  0.00072  -4.75311  6.80548
O  0.41739  -4.73699  7.94195
O  -1.11626  -5.10177  6.47517
H  1.86389  -4.04854  6.13122
H  1.00262  -5.15636  5.01709
H  0.43718  -3.47994  5.20937
C  -4.08188  0.47580  1.52593
N  -3.72963  -0.23666  0.26895
O  -4.35086  0.03886  -0.73685
O  -2.83257  -1.05057  0.32773
H  -4.89251  1.16120  1.31466
H  -4.37441  -0.27284  2.25576
H  -3.19301  1.00613  1.85404
C  7.22329  1.76414  -4.24168
N  6.48795  0.57829  -3.73283
O  6.29496  0.49668  -2.53440
O  6.11061  -0.23845  -4.54585
H  7.48366  2.39371  -3.39996
H  8.11088  1.40660  -4.75572
H  6.56079  2.28093  -4.92832
C  -4.45523  4.08137  -1.06288
N  -5.23815  3.67887  0.13682
O  -4.67020  3.66422  1.21383
O  -6.40058  3.38599  -0.03257
H  -3.44516  4.31145  -0.74742
H  -4.48125  3.24480  -1.75512
H  -4.94640  4.94942  -1.49137
C  -5.86658  5.88191  3.41908
N  -5.29737  7.25019  3.31650
O  -5.95881  8.18696  3.71352
O  -4.18695  7.34611  2.83200
H  -6.85242  5.95248  3.86242
H  -5.91353  5.48144  2.41193
H  -5.20301  5.28890  4.03718
C  3.75147  2.86071  -2.27489
N  3.80141  3.79316  -3.43695
O  2.76474  4.29123  -3.81116
O  4.89319  3.99727  -3.93480
H  2.72248  2.78743  -1.94536
H  4.13221  1.89876  -2.60392
H  4.39147  3.27398  -1.50159
C  -2.70331  10.45536  2.56376
N  -2.19513  10.55354  1.16771
O  -1.21120  11.23525  0.96723
O  -2.80314  9.93929  0.31732
H  -2.06175  11.05429  3.19852
H  -3.72394  10.82458  2.56508
H  -2.68596  9.40704  2.84486
C  1.64383  -5.27273  -4.19530
N  1.22043  -6.38097  -5.09340
O  1.86394  -7.40876  -5.07300
O  0.25196  -6.17397  -5.79344
H  2.51512  -5.59858  -3.63977
H  1.87160  -4.41219  -4.81720
H  0.81245  -5.05346  -3.53206
C  9.64132  -0.87000  -1.78083
N  10.10919  0.54482  -1.74531
O  9.31094  1.38987  -1.39859
O  11.25804  0.75208  -2.06910
H  8.60284  -0.89040  -1.47126
H  9.76236  -1.22501  -2.79990
H  10.27410  -1.43607  -1.10461
C  -4.43073  2.50890  7.10186
N  -4.45109  3.39745  5.90741
O  -5.48429  3.98553  5.65140
O  -3.43018  3.47916  5.26202
H  -5.40779  2.54323  7.56733
H  -4.18672  1.50945  6.75590
H  -3.65730  2.88143  7.76608
C  -2.40109  -7.68883  4.33550
N  -1.64421  -7.53269  3.06184
O  -0.69679  -6.77305  3.05531
O  -2.02539  -8.18339  2.11391
H  -1.94582  -7.04817  5.08228
H  -3.42993  -7.40181  4.14322
H  -2.34198  -8.73553  4.61706

4.
Density functional theory data (ωB97M-V/def2-TZVPD) for 2 unconnected molecules or ions with the total composition C8H16N2 in a non-equilibrium geometry.

As for the calculated total energy: -11533.7851 eV. The LUMO energy is 0.930 eV. The calculation puts the HOMO-LUMO gap at 9.411 eV. The value obtained for the molecular weight is 140.2 g mol⁻¹. Its structure (SMILES) is Cc1c[nH]cn1.CC(C)C. As for the HOMO energy: -8.5 eV.

Geometry (Å):
C  2.38642  0.64632  0.77289
C  1.67773  1.70863  -0.10549
C  1.52316  1.76128  -1.47371
N  0.95194  2.99108  -1.85617
C  0.64224  3.60131  -0.57921
N  1.09102  2.80992  0.41776
H  3.42441  0.55980  0.55787
H  1.89779  -0.30790  0.58359
H  2.21574  0.88151  1.91158
H  1.67516  1.07757  -2.31937
H  1.05199  3.44797  -2.77347
H  -0.01529  4.52959  -0.57683
C  -1.32621  -0.92493  -0.81587
C  -1.24894  -2.08163  0.15676
C  -0.12366  -1.88371  1.15440
C  -2.63644  -2.14850  0.94063
H  -0.39809  -0.73329  -1.24127
H  -1.38630  0.08994  -0.33980
H  -1.96651  -1.03346  -1.60992
H  -1.16820  -3.00131  -0.48411
H  -0.15668  -0.98583  1.87201
H  -0.12016  -2.64795  1.75144
H  0.86497  -1.74080  0.60066
H  -3.56579  -2.14015  0.20464
H  -2.66163  -3.04320  1.59004
H  -2.62864  -1.43228  1.66097

5.
Density functional theory data (ωB97M-V/def2-TZVPD) for a molecular structure, C30H42N2O2P2Ti in a non-equilibrium geometry.

As for the calculated total energy: -80551.7145 eV. The LUMO energy (spin up / spin down) is 0.041 / -0.252 eV. The calculation puts the HOMO-LUMO gap (spin up / spin down) at 5.239 / 4.940 eV. The value obtained for the molecular weight is 572.5 g mol⁻¹. As for the expectation value of S²: 2.01. As for the HOMO energy (spin up / spin down): -5.2 / -5.2 eV. The spin multiplicity is 3.

Geometry (Å):
P  -2.22123  4.32001  -1.05886
P  0.56684  3.29566  -2.70083
C  -1.15658  5.50065  -1.95248
C  -0.52131  4.75989  -3.13658
H  -0.40574  5.92398  -1.25680
H  -1.80121  6.32680  -2.30308
H  -1.28500  4.36900  -3.83573
H  0.13783  5.44560  -3.70791
C  1.90864  4.26242  -1.91244
H  2.73300  3.59107  -1.65848
H  1.56951  4.75205  -0.99129
H  2.28910  5.03290  -2.60108
C  1.25691  2.93519  -4.31561
H  1.82211  3.81397  -4.66844
H  0.44993  2.73469  -5.02859
H  1.92154  2.07160  -4.24237
C  -2.82893  5.33759  0.33045
H  -3.45015  4.71879  0.99595
H  -3.44581  6.16570  -0.05249
H  -1.97917  5.74841  0.89779
C  -3.72288  4.15644  -2.08131
H  -3.47496  3.71171  -3.05726
H  -4.16897  5.15054  -2.23667
H  -4.44511  3.51618  -1.55055
Ti  -0.16070  -0.90887  -2.46084
C  0.07528  1.87537  -1.57178
C  0.94375  2.10826  -0.38479
C  0.62249  2.85382  0.79367
C  0.27277  1.93295  2.00258
C  -1.03232  1.18130  2.01627
C  -2.00099  0.99807  1.11662
C  -2.15556  1.83045  -0.10030
C  -1.37960  1.38557  -1.40396
C  -1.80430  -2.02508  -1.86056
H  0.53532  0.92134  -2.15676
H  1.83640  1.45564  -0.39562
H  -0.16847  3.58787  0.62386
H  1.49143  3.46127  1.10949
H  1.11366  1.25701  2.24971
H  0.24703  2.54825  2.90698
H  -1.26611  0.85105  3.01534
H  -2.75347  0.19962  1.21468
H  -1.75077  2.84012  0.20245
H  -3.24696  1.86975  -0.28693
H  -1.41176  0.22804  -1.42268
H  -1.97009  1.73221  -2.25942
H  -1.74758  -2.94538  -2.47036
H  -2.70064  -1.43043  -2.07958
H  -1.69676  -2.20893  -0.75845
O  1.31212  -1.89970  -1.59285
C  1.18414  -2.18323  -0.33497
N  2.02915  -3.00264  0.41098
C  1.24559  -3.49605  1.53849
C  0.24624  -2.32051  1.63397
O  -0.42037  -1.97797  2.60864
N  0.18279  -1.71277  0.37056
C  0.52872  -4.76042  1.06349
C  -0.85692  -4.86162  0.97303
C  -1.43199  -6.00715  0.39295
C  -0.62332  -7.05553  -0.05705
C  0.77255  -6.97224  0.09379
C  1.34298  -5.82920  0.66775
C  2.05806  -3.80971  2.81102
C  1.78286  -4.92543  3.63431
C  2.66008  -5.26965  4.67538
C  3.77793  -4.47122  4.95634
C  3.98430  -3.30737  4.19345
C  3.11527  -2.96896  3.15507
H  2.77691  -3.54609  -0.02261
H  -1.50296  -4.09213  1.38990
H  -2.51922  -6.06733  0.32815
H  -1.07097  -7.94186  -0.51840
H  1.42285  -7.79140  -0.21440
H  2.41516  -5.78926  0.85707
H  0.90443  -5.54963  3.45746
H  2.47181  -6.17394  5.27162
H  4.46993  -4.74554  5.75581
H  4.83606  -2.65366  4.40577
H  3.26540  -2.05790  2.58031